[1]
{"formula": "CH23LiO11", "method": "wB97M-V/def2-TZVPD", "total_energy_ha": -886.9719, "relative_energy_kj_mol": 139.4, "elements": ["Li", "C", "O", "H", "H", "H", "O", "H", "H", "O", "H", "H", "O", "H", "H", "O", "H", "H", "O", "H", "H", "O", "H", "H", "O", "H", "H", "O", "H", "H", "O", "H", "H", "O", "H", "H"], "xyz": [[-2.09065, 0.87881, 1.17792], [0.14664, 0.59624, 0.17628], [-0.76195, -0.38913, 0.21687], [1.10780, -0.02972, 0.14121], [0.07140, 0.92309, 1.08375], [-0.09824, 1.26147, -0.75610], [-1.05195, 2.67434, -3.34358], [-0.76968, 2.87477, -4.21004], [-0.24116, 2.83329, -2.91972], [3.89424, -0.58274, -0.90493], [3.20939, -0.63422, -1.60553], [3.79055, -1.08323, -0.24357], [3.31288, 1.33289, 0.92508], [3.45394, 0.81765, 0.02788], [2.43946, 1.63705, 0.76206], [2.78866, -1.06656, 2.27583], [1.84875, -1.33026, 1.88485], [2.96232, -0.11330, 1.87244], [1.58863, -0.76055, -2.29025], [0.94659, -1.09450, -1.59169], [1.56071, 0.32528, -2.49407], [0.35309, -2.29798, 1.92953], [0.72092, -3.09181, 1.49949], [-0.05069, -1.79710, 1.17095], [-2.20845, 0.42833, -2.83211], [-1.99040, 1.37285, -2.97714], [-1.81274, -0.04109, -2.03917], [-2.54230, -2.42368, -0.25852], [-1.77484, -2.01545, 0.05689], [-3.16997, -2.78895, 0.44786], [-1.57335, 1.53078, 3.01145], [-1.22544, 2.34681, 3.09123], [-0.83237, 0.82688, 3.20667], [-3.72566, -0.18256, 1.40835], [-3.62721, -0.94728, 0.90010], [-4.64894, 0.00958, 1.19971]], "nbo_charge": [0.93, -0.27, -1.07, 0.15, 0.13, 0.13, -0.92, 0.48, 0.47, -0.95, 0.51, 0.47, -0.97, 0.50, 0.45, -1.03, 0.48, 0.49, -0.98, 0.51, 0.49, -0.97, 0.47, 0.49, -1.02, 0.49, 0.49, -0.96, 0.50, 0.46, -0.98, 0.48, 0.52, -0.97, 0.49, 0.49]}

[2]
{"formula": "C28H24BEuN11OS", "method": "wB97M-V/def2-TZVPD", "total_charge": -1, "total_energy_ha": -2892.5380, "spin_multiplicity": 7, "relative_energy_kj_mol": 0.0, "elements": ["Eu", "N", "C", "S", "N", "N", "C", "C", "C", "C", "C", "C", "C", "O", "H", "H", "H", "H", "H", "H", "H", "C", "C", "N", "N", "C", "B", "N", "C", "C", "C", "N", "N", "C", "C", "C", "N", "N", "C", "C", "C", "N", "H", "H", "H", "H", "H", "H", "H", "H", "H", "H", "H", "H", "C", "C", "C", "C", "C", "C", "C", "C", "H", "H", "H", "H", "H"], "xyz": [[0.27610, -0.32212, -0.11575], [2.85711, -0.08679, 3.80846], [1.90295, 0.32723, 2.88204], [0.60865, -0.82463, 2.65768], [2.18689, 1.44058, 2.25404], [1.32172, 1.65075, 1.17706], [1.39692, 2.90607, 0.74951], [0.66370, 3.52807, -0.33910], [0.89603, 4.89026, -0.55091], [0.23269, 5.58931, -1.54498], [-0.67866, 4.90242, -2.35083], [-0.92316, 3.54954, -2.17218], [-0.26325, 2.83530, -1.16902], [-0.50313, 1.55860, -1.00048], [2.86895, -1.09090, 3.90801], [3.76082, 0.32869, 3.61193], [2.07985, 3.57585, 1.27673], [1.61054, 5.39493, 0.08444], [0.42266, 6.64182, -1.68605], [-1.21449, 5.41975, -3.13514], [-1.62193, 3.01642, -2.79789], [-4.21911, 0.36922, 0.93623], [-2.85611, 0.37260, 1.25194], [-2.20826, -0.48972, 0.48860], [-3.11978, -1.07628, -0.32803], [-4.33797, -0.56127, -0.07202], [-2.51592, -2.13623, -1.29275], [-1.61322, -3.08814, -0.47235], [-2.02309, -4.15938, 0.22611], [-0.97880, -4.61441, 0.99342], [0.05323, -3.70436, 0.73112], [-0.32965, -2.79543, -0.15167], [-1.71841, -1.48601, -2.46985], [-2.22681, -1.20048, -3.68166], [-1.25491, -0.58445, -4.43261], [-0.15006, -0.53242, -3.57636], [-0.43361, -1.06987, -2.40313], [-3.57086, -3.03092, -1.96418], [-3.27061, -4.16422, -2.65998], [-4.39608, -4.56940, -3.36491], [-5.34797, -3.60922, -3.04789], [-4.83659, -2.64399, -2.25833], [-5.00473, 0.95134, 1.37529], [-2.29431, 0.94551, 1.97324], [-5.18593, -0.90096, -0.62787], [-3.02637, -4.52439, 0.11177], [-0.96681, -5.45875, 1.65091], [1.04554, -3.62107, 1.14369], [-3.24075, -1.47178, -3.91063], [-1.33490, -0.23384, -5.44151], [0.83127, -0.11350, -3.72710], [-2.28578, -4.58826, -2.59739], [-4.49655, -5.43311, -3.99171], [-6.37074, -3.53480, -3.36900], [2.67351, -0.81907, -0.50771], [3.82646, -1.15030, -0.28677], [5.17510, -1.34410, 0.12809], [5.80527, -2.58846, 0.14146], [7.11244, -2.72544, 0.56445], [7.83708, -1.62166, 0.99163], [7.22221, -0.37579, 0.99086], [5.91659, -0.24055, 0.56839], [5.24231, -3.45399, -0.18603], [7.56758, -3.70580, 0.56266], [8.85895, -1.72974, 1.32000], [7.76025, 0.49949, 1.32695], [5.42444, 0.72399, 0.58046]], "nbo_charge": [1.70, -0.82, 0.30, -0.41, -0.44, -0.33, 0.13, -0.21, -0.15, -0.30, -0.18, -0.30, 0.41, -0.81, 0.39, 0.38, 0.17, 0.20, 0.20, 0.20, 0.22, -0.36, -0.01, -0.34, -0.35, -0.01, 0.94, -0.35, -0.01, -0.35, -0.01, -0.32, -0.35, -0.01, -0.35, -0.01, -0.32, -0.37, -0.03, -0.36, -0.07, -0.30, 0.22, 0.23, 0.24, 0.22, 0.22, 0.23, 0.23, 0.22, 0.22, 0.23, 0.22, 0.20, -0.41, -0.23, 0.00, -0.22, -0.22, -0.24, -0.22, -0.22, 0.21, 0.20, 0.20, 0.20, 0.22]}

[3]
{"formula": "C4H8N2OS", "method": "wB97M-V/def2-TZVPD", "total_energy_ha": -740.0409, "relative_energy_kj_mol": 318.1, "elements": ["O", "C", "C", "N", "N", "C", "C", "S", "H", "H", "H", "H", "H", "H", "H", "H"], "xyz": [[-1.82623, 0.95180, 0.37951], [-0.76442, 0.69894, -0.68395], [-0.95543, -0.77806, -1.08105], [-0.39889, -1.73293, -0.33936], [0.70106, -1.48422, 0.46735], [0.75896, -0.05522, 1.09071], [0.55943, 0.92839, 0.01003], [2.01773, 1.02834, -1.16545], [-2.75650, 0.45420, 0.44699], [-1.06139, 1.52456, -1.51409], [-1.66749, -1.18101, -1.88293], [0.75319, -2.14039, 1.21568], [1.64565, 0.00565, 1.65173], [-0.10679, 0.15647, 1.69144], [0.59439, 1.93353, 0.68206], [2.50674, -0.31004, -0.96866]], "nbo_charge": [-0.80, 0.02, -0.04, -0.22, -0.44, -0.28, -0.34, -0.07, 0.50, 0.22, 0.22, 0.37, 0.22, 0.22, 0.26, 0.16]}

[4]
{"formula": "C37H33N3OP2RuS2", "method": "wB97M-V/def2-TZVPD", "total_charge": 3, "total_energy_ha": -3242.2376, "spin_multiplicity": 6, "relative_energy_kj_mol": 0.0, "elements": ["Ru", "O", "S", "C", "C", "C", "C", "C", "C", "P", "C", "C", "C", "C", "C", "C", "C", "C", "C", "C", "C", "C", "C", "C", "C", "C", "C", "C", "P", "C", "C", "C", "C", "C", "C", "C", "C", "C", "C", "C", "C", "H", "H", "H", "H", "H", "H", "H", "H", "H", "H", "H", "H", "H", "H", "H", "H", "H", "H", "H", "H", "H", "H", "H", "H", "H", "H", "H", "H", "N", "N", "C", "N", "S", "H", "H", "H", "H", "H"], "xyz": [[-0.94285, 0.00179, -1.00030], [-1.34078, -3.56915, -0.24110], [-0.49208, -2.40053, 0.03953], [-0.35950, -2.07130, 1.77527], [0.26811, -3.01240, 2.58346], [0.29159, -2.80108, 3.95100], [-0.30811, -1.66753, 4.49587], [-0.93981, -0.73666, 3.68097], [-0.97556, -0.93280, 2.30444], [-1.91034, 0.19814, 1.24360], [-3.65225, -0.14414, 1.43269], [-4.27097, -0.98677, 0.50621], [-5.61131, -1.30784, 0.64930], [-6.32921, -0.78230, 1.71197], [-5.71570, 0.05956, 2.63488], [-4.37521, 0.38481, 2.50114], [-1.52590, 1.88038, 1.68305], [-2.46778, 2.88703, 1.41550], [-2.15558, 4.20317, 1.70649], [-0.90634, 4.52279, 2.23261], [0.04033, 3.53020, 2.47207], [-0.25807, 2.20977, 2.18902], [1.18243, -2.76454, -0.43443], [1.55607, -4.10109, -0.46343], [2.86891, -4.41192, -0.79646], [3.77763, -3.40247, -1.09453], [3.38371, -2.07063, -1.08178], [2.06638, -1.73660, -0.77549], [1.54531, -0.00763, -0.73747], [2.58452, 0.79556, 0.48727], [2.62923, 0.22535, 1.76651], [3.45024, 0.77929, 2.73361], [4.21955, 1.90021, 2.43131], [4.17167, 2.46454, 1.16579], [3.34810, 1.92166, 0.18672], [1.82352, 0.75672, -2.34557], [2.48684, 0.13263, -3.40418], [2.63991, 0.80425, -4.60890], [2.11902, 2.08440, -4.76775], [1.43350, 2.70028, -3.72666], [1.28038, 2.03670, -2.51886], [0.72602, -3.89836, 2.15952], [0.77442, -3.52541, 4.59676], [-0.29276, -1.51453, 5.56751], [-1.41256, 0.13438, 4.12158], [-3.70688, -1.40709, -0.31916], [-6.09629, -1.96196, -0.06449], [-7.37714, -1.03038, 1.82595], [-6.28557, 0.46387, 3.46262], [-3.90385, 1.03913, 3.22556], [-3.43957, 2.63844, 1.00614], [-2.88747, 4.98183, 1.53136], [-0.66843, 5.55522, 2.45622], [1.00555, 3.78876, 2.89119], [0.47716, 1.43928, 2.38339], [0.83286, -4.87694, -0.23306], [3.18440, -5.44871, -0.81461], [4.80096, -3.65508, -1.34495], [4.10415, -1.29215, -1.30666], [2.04216, -0.65865, 1.99912], [3.50216, 0.33552, 3.72038], [4.86715, 2.32877, 3.18722], [4.78403, 3.32624, 0.93323], [3.32684, 2.36378, -0.80005], [2.90009, -0.86282, -3.28753], [3.18479, 0.33654, -5.42014], [2.25267, 2.60661, -5.70761], [1.03297, 3.69935, -3.85237], [0.75867, 2.52588, -1.70542], [-0.87801, -1.66824, -2.92367], [-0.92361, -1.00908, -4.15494], [-1.52493, 0.17949, -4.25180], [-1.66891, 0.71671, -5.44456], [-2.15123, 0.98952, -2.87369], [-0.06256, -2.27463, -2.91362], [-1.70355, -2.25620, -2.82321], [-0.64604, -1.52406, -4.97859], [-1.43360, 0.23023, -6.29757], [-2.12369, 1.61290, -5.53341]], "mulliken_charge": [0.31, -0.82, 1.62, 0.47, -0.82, -0.80, -0.90, -0.23, 0.26, 1.04, 1.08, -0.49, -0.78, -0.60, -0.79, -0.26, 1.19, -0.97, -0.75, -0.64, -0.69, -0.45, -0.02, -0.83, -0.88, -0.85, -0.38, -0.08, 1.28, 1.27, -0.58, -0.49, -0.73, -0.73, -0.93, 1.05, -0.84, -0.73, -0.71, -0.82, -0.69, 0.47, 0.48, 0.49, 0.51, 0.21, 0.47, 0.43, 0.45, 0.41, 0.54, 0.48, 0.45, 0.52, 0.38, 0.66, 0.49, 0.50, 0.67, 0.31, 0.50, 0.45, 0.49, 0.44, 0.51, 0.50, 0.47, 0.51, 0.56, -0.49, -0.44, 0.58, -0.35, -0.35, 0.33, 0.37, 0.26, 0.22, 0.24]}

[5]
{"formula": "C35H63BClN4O22", "method": "wB97M-V/def2-TZVPD", "total_charge": 1, "total_energy_ha": -3730.4384, "elements": ["C", "C", "Cl", "C", "N", "N", "N", "C", "O", "B", "O", "O", "N", "C", "O", "C", "C", "C", "C", "C", "C", "H", "H", "H", "H", "H", "H", "H", "H", "H", "H", "H", "H", "H", "H", "H", "C", "C", "O", "C", "O", "O", "C", "H", "H", "H", "H", "H", "H", "H", "H", "C", "C", "O", "C", "O", "O", "C", "H", "H", "H", "H", "H", "H", "H", "H", "C", "C", "O", "C", "O", "O", "C", "H", "H", "H", "H", "H", "H", "H", "H", "C", "C", "O", "C", "O", "O", "C", "H", "H", "H", "H", "H", "H", "H", "H", "C", "C", "O", "C", "O", "O", "C", "H", "H", "H", "H", "H", "H", "H", "H", "C", "C", "O", "C", "O", "O", "C", "H", "H", "H", "H", "H", "H", "H", "H"], "xyz": [[-5.16487, -1.81973, -3.14651], [-4.52320, -0.54984, -2.34777], [-4.75051, -0.89906, -0.55826], [-2.98306, -0.46604, -2.81342], [-2.25573, 0.62478, -2.09433], [-2.22904, 1.79633, -2.73390], [-1.58920, 2.77567, -2.02198], [-1.20596, 2.02989, -0.83915], [-0.51245, 2.51058, 0.32076], [-1.60240, 2.98744, 1.18749], [-1.42095, 3.46445, 2.52007], [-2.97306, 2.96983, 0.66766], [-1.62029, 0.65007, -0.89763], [-1.45589, -0.48962, 0.04080], [-0.06957, -0.94171, 0.14375], [-0.03857, -2.31388, 0.59467], [0.83591, -3.42109, -0.08486], [0.79548, -4.90931, 0.42132], [-0.09245, -5.29392, 1.64634], [-0.96009, -4.22188, 2.34545], [-0.93121, -2.74262, 1.81628], [-5.30936, -1.46506, -4.22156], [-6.14445, -2.05471, -2.59672], [-4.42923, -2.68192, -3.01999], [-5.09339, 0.42970, -2.56378], [-2.44203, -1.47783, -2.80278], [-3.01189, -0.14902, -3.92593], [-2.31462, 3.35254, 2.93901], [-3.39687, 2.10246, 0.85473], [-1.88769, -0.27839, 1.09221], [-2.04286, -1.41439, -0.33529], [1.52250, -3.16953, -0.96242], [1.38923, -5.75548, -0.05797], [-0.11836, -6.35652, 2.05768], [-1.62342, -4.45692, 3.23893], [-1.58311, -1.99985, 2.38386], [7.49162, -6.13814, -2.60227], [7.24206, -6.40726, -1.13019], [5.83958, -6.52642, -0.85244], [5.26465, -7.67493, -1.24097], [5.81683, -8.59835, -1.78917], [3.95523, -7.60988, -0.94040], [3.20146, -8.72966, -1.40344], [6.93058, -5.25959, -2.93218], [8.55473, -5.97285, -2.78906], [7.16275, -6.97505, -3.22246], [7.60704, -5.56121, -0.54343], [7.77782, -7.29571, -0.78375], [3.62607, -9.66890, -1.04363], [3.15416, -8.72098, -2.49449], [2.18747, -8.63683, -1.01152], [12.23519, -2.26106, 1.55623], [12.54405, -3.59612, 0.90474], [12.09651, -4.68921, 1.71735], [10.77312, -4.90844, 1.72111], [9.94381, -4.27784, 1.10599], [10.52165, -5.93494, 2.55015], [9.13239, -6.20116, 2.73070], [12.65288, -2.22102, 2.56573], [12.64841, -1.43971, 0.96685], [11.15862, -2.10343, 1.65248], [13.62580, -3.70523, 0.80303], [12.11646, -3.66592, -0.09948], [8.63120, -6.35556, 1.77287], [8.66545, -5.38246, 3.28246], [9.03746, -7.11383, 3.32019], [2.61679, -9.65220, 7.13243], [1.33178, -9.30963, 6.40212], [1.19425, -7.89311, 6.22403], [1.97105, -7.34729, 5.27579], [2.75627, -7.93685, 4.57103], [1.74610, -6.02213, 5.26231], [2.59430, -5.30271, 4.36850], [2.67528, -9.11095, 8.08045], [2.67354, -10.72464, 7.33040], [3.49537, -9.36636, 6.54987], [0.47916, -9.63293, 7.00303], [1.26265, -9.82464, 5.43973], [2.53597, -5.70685, 3.35570], [3.62338, -5.32402, 4.73333], [2.25703, -4.26557, 4.34514], [-0.94570, 6.38429, 0.80139], [-0.35084, 6.94547, 2.07962], [-0.24942, 8.37187, 2.02267], [-1.40425, 9.04274, 2.16985], [-2.49481, 8.55152, 2.34627], [-1.14273, 10.35399, 2.05863], [-2.30739, 11.18005, 2.08640], [-0.37577, 6.72165, -0.06841], [-0.94730, 5.29222, 0.82489], [-1.97400, 6.72352, 0.65659], [0.66524, 6.56431, 2.20180], [-0.91970, 6.63692, 2.96118], [-2.90742, 10.98919, 2.97826], [-2.89845, 11.01974, 1.18234], [-1.98172, 12.21940, 2.10700], [-7.31310, 15.95022, 0.49102], [-6.90168, 15.47875, 1.87325], [-5.73377, 14.64880, 1.81539], [-4.57421, 15.29004, 1.60271], [-4.43432, 16.48152, 1.46309], [-3.59358, 14.37212, 1.54205], [-2.31664, 14.91578, 1.20754], [-7.44689, 15.09823, -0.18097], [-8.24575, 16.51638, 0.53855], [-6.54890, 16.58954, 0.04352], [-7.69985, 14.86539, 2.29673], [-6.74147, 16.31733, 2.55668], [-2.03912, 15.72264, 1.88877], [-2.32164, 15.26848, 0.17408], [-1.57784, 14.11879, 1.29790], [-9.76555, -1.43121, -8.69799], [-8.40078, -0.77758, -8.80789], [-7.54641, -1.16668, -7.72259], [-7.04441, -2.40891, -7.79372], [-7.24284, -3.20801, -8.67606], [-6.30105, -2.62369, -6.69247], [-5.79614, -3.95431, -6.58879], [-10.21530, -1.21923, -7.72427], [-10.43095, -1.06866, -9.48421], [-9.69595, -2.51775, -8.78485], [-8.51458, 0.30653, -8.74237], [-7.92317, -0.99485, -9.76733], [-5.23741, -4.23747, -7.48307], [-6.61809, -4.65089, -6.41133], [-5.11965, -3.99204, -5.73346]], "mulliken_charge": [-1.10, 0.29, -0.16, -1.01, 0.92, -0.50, -0.37, 0.38, -0.39, 0.63, -0.52, -0.48, 0.54, -0.59, -0.39, 0.40, -0.51, -0.31, -0.49, -0.47, -0.02, 0.32, 0.37, 0.31, 0.36, 0.39, 0.42, 0.34, 0.32, 0.13, 0.58, 0.35, 0.34, 0.40, 0.35, 0.19, -1.26, 0.01, -0.30, 0.66, -0.55, -0.23, -0.71, 0.32, 0.36, 0.33, 0.23, 0.27, 0.32, 0.34, 0.20, -1.08, -0.17, -0.36, 0.79, -0.56, -0.33, -0.34, 0.29, 0.35, 0.31, 0.29, 0.29, 0.00, 0.28, 0.24, -1.10, -0.15, -0.35, 0.76, -0.56, -0.33, -0.55, 0.29, 0.36, 0.31, 0.29, 0.30, 0.22, 0.32, 0.20, -0.62, -0.30, -0.36, 0.74, -0.57, -0.34, -0.45, 0.37, -0.14, 0.32, 0.36, 0.30, 0.31, 0.32, -0.01, -1.09, -0.17, -0.34, 0.69, -0.55, -0.24, -0.60, 0.29, 0.35, 0.32, 0.28, 0.31, 0.33, 0.30, 0.18, -1.10, -0.16, -0.35, 0.68, -0.54, -0.22, -0.68, 0.29, 0.36, 0.32, 0.28, 0.31, 0.33, 0.33, 0.16]}